(1)
98
Properties=species:S:1:pos:R:3:forces:R:3 method="wB97M-V/def2-TZVPD" largest_force_ev_per_a=2.25 relative_energy_kj_mol=168.2 e_homo_ev=-9.6 smiles="O=[N+]([O-])c1ccccc1.O=[N+]([O-])c1ccccc1.O=[N+]([O-])c1ccccc1.O=[N+]([O-])c1ccccc1.O=[N+]([O-])c1ccccc1.O=[N+]([O-])c1ccccc1.O=[N+]([O-])c1ccccc1"
O -7.621956 32.042336 -13.285854 0.292 -0.003 -0.360
N -8.313403 32.192274 -12.303540 -0.020 -0.008 0.178
O -8.385065 33.211712 -11.656379 -0.077 0.314 0.168
C -9.121930 31.055296 -11.872164 -0.891 0.228 0.371
C -10.240649 31.271495 -11.066183 -0.643 -0.882 0.635
C -11.108391 30.187766 -10.814875 1.649 1.153 -1.012
C -10.779617 28.973560 -11.413572 -1.000 -0.495 1.830
C -9.529174 28.695976 -11.933847 -1.661 0.745 -0.953
C -8.775408 29.805444 -12.315014 0.910 -1.313 -0.094
H -10.485618 32.200703 -10.574656 0.392 0.310 -0.335
H -11.943018 30.349326 -10.151613 -0.318 -0.211 -0.260
H -11.523375 28.188176 -11.305965 0.301 -0.228 0.013
H -9.441488 27.655447 -12.215216 0.965 0.189 -0.370
H -7.908930 29.662835 -12.948139 0.069 0.182 0.119
O -5.563882 26.631182 -14.510044 -0.506 0.534 0.127
N -6.105227 27.724608 -14.599323 0.773 -0.470 -0.195
O -7.282179 27.899011 -14.861381 0.176 0.086 0.216
C -5.218671 28.898422 -14.456800 -0.368 0.913 -0.307
C -3.972456 28.788009 -13.890930 0.488 -0.539 1.086
C -3.163751 29.902724 -13.812022 0.837 1.079 -0.409
C -3.546721 31.123551 -14.349261 -1.423 -0.095 -0.107
C -4.817885 31.238480 -14.927572 0.833 -0.326 0.372
C -5.648709 30.126368 -14.949864 -0.503 0.014 -0.539
H -3.661117 27.902700 -13.350742 -0.063 -0.243 -0.464
H -2.158027 29.915542 -13.407703 -0.181 -0.661 0.352
H -2.966931 32.029633 -14.243980 0.373 -0.208 -0.095
H -5.072847 32.201519 -15.345482 -0.511 -0.134 -0.008
H -6.638248 30.182658 -15.384839 0.033 0.053 0.006
O -13.477462 22.750601 -15.238829 -0.817 -0.397 0.254
N -12.353817 22.927686 -15.620016 0.416 0.814 0.345
O -11.655791 22.102192 -16.153011 0.544 -0.548 -0.477
C -11.777786 24.261393 -15.372860 0.186 0.740 1.437
C -10.419237 24.498634 -15.474117 -0.124 -0.894 -0.816
C -9.911032 25.773298 -15.289183 -0.822 -1.094 -0.052
C -10.784587 26.756390 -14.826053 1.331 0.775 -0.499
C -12.123855 26.516182 -14.549796 0.683 -0.514 -0.709
C -12.601780 25.240495 -14.826589 -0.995 0.230 -0.899
H -9.780012 23.688016 -15.805270 -0.020 0.081 -0.054
H -8.886451 25.843123 -15.627400 0.077 0.937 0.551
H -10.358735 27.755091 -14.810853 -0.315 0.120 0.368
H -12.773706 27.345846 -14.312377 -0.151 -0.146 0.264
H -13.670674 25.063198 -14.853282 0.034 -0.138 0.418
O -14.835098 29.403569 -13.912060 0.647 0.071 0.088
N -15.869510 29.883751 -13.508412 -0.358 -0.333 -0.398
O -16.939378 29.309125 -13.584458 -0.146 0.111 0.167
C -15.861787 31.240024 -12.967906 0.022 0.609 0.942
C -17.037936 31.730610 -12.419403 -0.318 0.017 -0.613
C -17.098730 33.051293 -11.981126 0.607 -0.397 -0.179
C -15.931478 33.803388 -12.028874 0.171 0.339 0.035
C -14.715358 33.277638 -12.468837 -0.890 -0.048 0.512
C -14.682340 31.968363 -12.910343 0.631 -0.273 -0.234
H -17.886167 31.060719 -12.434965 -0.157 0.220 0.107
H -18.017072 33.483171 -11.614543 -0.053 -0.078 0.065
H -15.916489 34.831654 -11.688300 -0.238 -0.008 0.026
H -13.850644 33.915704 -12.364821 0.264 -0.272 -0.263
H -13.743915 31.487756 -13.157557 -0.093 0.054 -0.284
O -14.802859 22.736236 -19.067486 -0.015 0.191 0.202
N -14.908978 23.760940 -18.409818 -0.194 -0.781 -0.569
O -15.093628 23.793979 -17.215825 0.125 0.375 0.177
C -14.838310 25.012950 -19.168337 0.060 0.202 0.500
C -14.066723 26.051274 -18.670066 -0.526 -0.664 -0.127
C -13.973972 27.158095 -19.475262 0.017 1.861 0.491
C -14.703155 27.312689 -20.634744 -0.898 -1.140 -1.409
C -15.485165 26.253305 -21.122927 0.603 -0.015 1.492
C -15.548791 25.089721 -20.340143 0.341 0.109 -1.713
H -13.618165 25.969038 -17.690121 0.202 0.060 -0.082
H -13.458303 28.052312 -19.137381 0.315 -0.303 0.130
H -14.687566 28.190736 -21.266616 0.356 0.276 0.386
H -16.007259 26.326458 -22.063904 -0.073 -0.037 -0.010
H -15.980222 24.209243 -20.796632 -0.321 -0.100 0.462
O -18.434777 24.201970 -7.867244 0.100 -0.500 0.091
N -18.278878 25.296820 -8.354964 -0.150 0.127 0.069
O -18.605977 26.335425 -7.825720 -0.168 0.472 0.238
C -17.661927 25.401593 -9.671271 -0.941 0.323 -0.490
C -17.945967 26.541418 -10.450438 0.303 -1.010 0.612
C -17.270109 26.677196 -11.630840 0.071 0.351 -0.908
C -16.410097 25.676573 -12.112221 -0.014 0.158 0.910
C -16.352360 24.484721 -11.416709 0.687 0.124 0.340
C -16.955810 24.337935 -10.161526 0.571 -0.213 -0.919
H -18.699774 27.260384 -10.173366 0.187 0.083 0.397
H -17.472430 27.588086 -12.180836 0.311 -0.147 -0.235
H -15.673785 25.828151 -12.889258 -0.526 0.161 -0.490
H -15.672855 23.719968 -11.772206 -0.182 -0.153 0.005
H -16.790792 23.406743 -9.642053 -0.243 0.166 0.391
O -13.071157 20.581871 -22.269875 -0.847 0.564 -0.164
N -12.110201 19.882001 -22.094650 0.576 0.165 0.535
O -11.486082 19.337904 -22.966803 0.598 -0.528 -0.784
C -11.666810 19.681333 -20.717301 -0.413 -0.546 1.116
C -10.536797 18.933669 -20.408163 0.664 -0.079 -1.082
C -10.186374 18.610422 -19.113017 -0.872 0.473 0.086
C -11.016269 19.066769 -18.086427 0.103 -0.369 0.054
C -12.193674 19.742117 -18.384426 0.818 0.502 -0.001
C -12.508576 20.079686 -19.695691 -0.398 0.088 0.852
H -9.867424 18.624409 -21.202444 -0.269 -0.055 -0.142
H -9.318927 17.989341 -18.950510 0.116 0.158 0.205
H -10.741239 18.889616 -17.054122 -0.102 -0.071 0.013
H -12.797581 20.157598 -17.590549 -0.097 -0.211 0.057
H -13.419376 20.656239 -19.779650 0.085 -0.032 -0.755

---

(2)
19
Properties=species:S:1:pos:R:3:forces:R:3 method="wB97M-V/def2-TZVPD" largest_force_ev_per_a=5.71 e_homo_ev=-11.5 charge=+1
C 0.576703 1.273652 0.341599 0.977 0.650 -3.526
C 0.081903 1.279270 1.577968 -0.044 -1.148 2.602
C -1.807331 -0.091076 -0.525807 -0.354 1.602 -1.688
C 1.879337 1.277170 -0.193318 -2.368 0.310 2.392
C -0.437993 -1.815770 0.937415 1.729 1.089 0.909
C -1.445382 -0.825821 0.545808 0.265 -0.118 0.821
C 2.045950 1.661959 -1.593446 3.292 -0.498 -2.563
N -1.827193 -2.196375 0.648952 3.060 -0.614 -4.782
O -0.329681 1.146974 2.629506 0.176 0.681 -0.581
S -2.983494 -0.294779 -1.686779 0.713 0.106 0.906
S -0.941630 1.577029 -0.617811 -0.168 -0.825 0.078
H 2.569275 1.124058 0.657382 0.608 0.074 -1.296
H 0.434985 -2.164287 0.323876 -1.408 0.052 0.070
H -0.200498 -1.865837 1.998041 -0.010 -0.104 -0.037
H 3.033840 2.266935 -1.857699 -1.983 -0.919 1.199
H 1.174907 2.209548 -1.942109 0.112 -0.184 -0.175
H 2.294358 0.782414 -2.364147 -0.939 1.302 1.869
H -1.807139 -2.753624 -0.216222 -0.806 0.221 0.108
H -2.310925 -2.591435 1.336799 -2.852 -1.675 3.693

---

| no. | frontier orbital gap (eV) |
| --- | --- |
| 1 | 8.55 |
| 2 | 5.68 |